# 1
C24H41N2O3PtS3 | wB97M-V/def2-TZVPD

## Properties
**ΔE to the lowest compared entry with this formula, charge and spin**: 1.667 eV
**Molar mass**: 696.9 g/mol
**Calculated total energy**: -70401.2600 eV
**E_HOMO (alpha / beta)**: -16.0 / -16.0 eV
**HOMO-LUMO gap (alpha / beta)**: 6.95 / 6.94 eV
**Charge**: +3

Geometry (Å):
Pt  -0.272  -0.151  0.239
O  -1.300  1.397  0.954
S  -1.574  1.754  2.465
C  -3.238  1.138  2.760
C  -3.229  -0.375  2.621
C  -2.512  -1.091  3.767
C  -2.148  -2.512  3.352
S  -0.467  -2.582  2.648
O  -0.127  -1.138  2.199
C  0.480  -2.789  4.122
C  0.630  -4.087  4.597
C  1.295  -4.279  5.798
C  1.804  -3.188  6.492
C  1.665  -1.901  5.987
C  0.999  -1.688  4.789
C  -1.880  3.490  2.398
C  -1.920  4.164  1.188
C  -2.192  5.525  1.211
C  -2.415  6.176  2.416
C  -2.363  5.479  3.617
C  -2.084  4.123  3.620
H  -3.883  1.638  2.036
H  -3.502  1.475  3.766
H  -2.734  -0.614  1.679
H  -4.253  -0.742  2.535
H  -3.136  -1.105  4.661
H  -1.598  -0.558  4.036
H  -2.823  -2.901  2.587
H  -2.128  -3.220  4.180
H  0.233  -4.935  4.049
H  1.420  -5.280  6.190
H  2.320  -3.343  7.431
H  2.074  -1.060  6.531
H  0.893  -0.693  4.377
H  -1.749  3.645  0.256
H  -2.229  6.078  0.282
H  -2.622  7.238  2.422
H  -2.530  5.993  4.553
H  -2.022  3.580  4.557
N  4.812  -1.756  -1.207
C  3.358  -2.166  -1.209
C  2.484  -1.072  -0.596
N  1.050  -1.392  -0.713
H  5.404  -2.504  -1.580
H  5.154  -1.545  -0.265
H  4.979  -0.927  -1.785
H  3.294  -3.097  -0.647
H  3.089  -2.366  -2.245
H  2.653  -0.120  -1.103
H  2.719  -0.933  0.460
H  0.835  -2.328  -0.368
H  0.718  -1.367  -1.678
C  -6.095  -1.551  -1.392
C  -5.303  -0.413  -2.027
C  -3.908  -0.823  -2.499
S  -2.931  -1.496  -1.136
O  -1.483  -0.958  -1.401
C  -2.848  -3.255  -1.503
C  -1.994  -3.675  -2.705
C  -2.732  -3.765  -4.044
H  -7.069  -1.202  -1.056
H  -5.589  -1.972  -0.517
H  -6.268  -2.360  -2.106
H  -5.223  0.434  -1.342
H  -5.836  -0.054  -2.909
H  -3.308  0.022  -2.840
H  -3.958  -1.574  -3.285
H  -3.892  -3.564  -1.603
H  -2.462  -3.683  -0.575
H  -1.586  -4.657  -2.457
H  -1.145  -2.993  -2.795
H  -3.736  -4.173  -3.919
H  -2.199  -4.429  -4.722
H  -2.810  -2.800  -4.544

***

# 2
C3H4O2P | wB97M-V/def2-TZVPD

## Properties
**ΔE to the lowest compared entry with this formula, charge and spin**: 0.000 eV
**Molar mass**: 103.0 g/mol
**Calculated total energy**: -16560.3351 eV
**E_HOMO**: -3.8 eV
**HOMO-LUMO gap**: 8.26 eV
**Charge**: -1

Geometry (Å):
C  -0.370  -1.318  -0.366
C  -1.140  1.493  1.519
C  0.204  1.050  0.910
O  -1.788  0.454  1.869
O  -1.482  2.661  1.625
P  -0.135  -0.763  1.192
H  -0.582  -2.364  -0.523
H  -0.469  -0.670  -1.225
H  1.065  1.441  1.461
H  0.306  1.318  -0.144

***

# 3
C18H27ClN2O5S | wB97M-V/def2-TZVPD

## Properties
**SMILES**: O=C1C=CC(=O)C(CCSc2nnco2)=C1Cl.CCOCC.CCOCC
**Molar mass**: 418.9 g/mol
**Calculated total energy**: -55676.0780 eV
**E_HOMO**: -9.6 eV
**HOMO-LUMO gap**: 8.31 eV

Geometry (Å):
O  3.276  -0.799  0.368
C  2.535  -0.005  -0.142
C  1.659  -0.358  -1.295
C  0.427  0.123  -1.330
C  0.031  1.016  -0.216
O  -1.059  1.009  0.281
C  1.110  1.916  0.299
C  0.696  3.282  0.725
C  0.330  4.150  -0.508
S  -1.251  5.031  -0.418
C  -2.330  3.691  -0.672
N  -2.545  3.019  -1.770
N  -3.491  2.058  -1.453
C  -3.779  2.245  -0.204
O  -3.094  3.251  0.363
C  2.340  1.405  0.349
Cl  3.692  2.280  0.932
H  2.041  -1.027  -2.050
H  -0.297  -0.124  -2.092
H  -0.146  3.230  1.409
H  1.526  3.767  1.226
H  1.084  4.914  -0.663
H  0.307  3.553  -1.416
H  -4.481  1.655  0.354
C  -1.464  -2.445  -6.279
C  -2.440  -3.193  -5.387
O  -1.953  -3.454  -4.084
C  -1.617  -2.320  -3.307
C  -2.768  -1.358  -3.066
H  -0.523  -2.991  -6.357
H  -1.884  -2.332  -7.279
H  -1.244  -1.446  -5.900
H  -2.642  -4.176  -5.814
H  -3.399  -2.665  -5.342
H  -0.763  -1.792  -3.754
H  -1.272  -2.723  -2.355
H  -3.136  -0.915  -3.992
H  -2.447  -0.541  -2.418
H  -3.601  -1.871  -2.585
C  2.945  -2.103  6.349
C  1.761  -1.152  6.287
O  2.046  0.088  5.669
C  2.476  0.024  4.321
C  1.481  -0.610  3.368
H  3.783  -1.636  6.867
H  2.665  -3.010  6.887
H  3.286  -2.400  5.357
H  1.446  -0.897  7.299
H  0.905  -1.637  5.802
H  3.445  -0.483  4.253
H  2.645  1.060  4.024
H  1.290  -1.658  3.605
H  1.877  -0.561  2.357
H  0.525  -0.085  3.398

***

# 4
C5H14 | wB97M-V/def2-TZVPD

## Properties
**ΔE to the lowest compared entry with this formula, charge and spin**: 0.589 eV
**Molar mass**: 74.2 g/mol
**Calculated total energy**: -5409.9203 eV
**E_HOMO (alpha / beta)**: 1.5 / -7.4 eV
**HOMO-LUMO gap (alpha / beta)**: 2.69 / 11.57 eV
**Spin multiplicity**: 2
**Charge**: -1
**<S²>**: 0.75

Geometry (Å):
C  -1.426  1.375  2.796
C  -0.326  0.581  2.075
H  -2.256  0.757  3.161
H  -1.068  1.964  3.647
H  -1.807  2.145  2.109
H  0.334  1.261  1.515
H  0.270  -0.079  2.695
H  -0.831  0.015  1.270
C  1.184  -0.533  -1.978
C  0.865  -1.914  -1.316
C  -0.065  0.351  -2.053
H  1.858  -0.110  -1.214
H  1.741  -0.724  -2.897
H  0.081  -2.449  -1.826
H  -0.262  0.472  -3.129
H  -0.957  -0.079  -1.587
H  0.081  1.274  -1.486
H  1.847  -2.372  -1.547
H  0.737  -1.936  -0.235

***

# 5
C35H54Cl42FNO5 | wB97M-V/def2-TZVPD

## Properties
**Molar mass**: 2076.8 g/mol
**Calculated total energy**: -577548.6230 eV
**E_HOMO**: -9.4 eV
**HOMO-LUMO gap**: 8.33 eV

Geometry (Å):
C  1.894  -1.137  1.189
C  1.611  -1.460  -0.388
O  2.446  -2.277  -0.932
O  0.471  -0.902  -1.106
C  0.800  0.397  -1.662
O  1.169  0.501  -2.889
C  0.761  1.719  -0.739
N  -0.401  2.631  -0.994
C  -0.757  3.292  0.321
O  -0.425  4.465  0.688
C  -1.670  2.183  1.043
C  -1.967  1.864  2.553
C  -2.952  0.623  2.823
C  -3.596  -0.174  1.596
C  -3.281  0.182  0.063
C  -3.921  -0.598  -1.196
C  -5.544  -0.326  -1.147
F  -5.915  0.750  -0.245
C  -2.279  1.370  -0.174
C  -1.662  2.026  -1.504
O  -2.092  2.101  -2.700
H  0.888  -1.021  1.741
H  2.513  -0.171  1.337
H  2.449  -2.017  1.711
H  1.725  2.324  -1.001
H  0.887  1.381  0.356
H  -1.472  2.480  3.382
H  -3.205  0.304  3.919
H  -4.328  -1.061  1.781
H  -3.561  -0.022  -2.144
H  -3.676  -1.722  -1.232
H  -5.958  -0.047  -2.196
H  -6.058  -1.282  -0.768
C  -2.629  1.684  -5.990
Cl  -1.499  0.657  -6.880
Cl  -4.295  1.128  -6.198
H  -2.376  1.655  -4.930
H  -2.548  2.706  -6.361
C  -1.957  5.404  -7.978
Cl  -2.892  6.589  -8.896
Cl  -2.660  5.136  -6.378
H  -1.948  4.460  -8.523
H  -0.937  5.771  -7.859
C  -4.723  0.505  -9.810
Cl  -3.588  -0.521  -10.695
Cl  -6.388  -0.049  -10.026
H  -4.474  0.475  -8.749
H  -4.639  1.527  -10.180
C  -3.542  -4.066  -9.417
Cl  -2.413  -5.095  -10.307
Cl  -5.209  -4.620  -9.622
H  -3.286  -4.095  -8.357
H  -3.459  -3.045  -9.788
C  5.695  -0.658  1.196
Cl  4.750  0.537  0.299
Cl  5.008  -0.936  2.800
H  5.695  -1.598  0.643
H  6.716  -0.294  1.304
C  -1.230  1.448  6.153
Cl  -0.101  0.423  5.262
Cl  -2.895  0.897  5.933
H  -0.981  1.411  7.214
H  -1.143  2.472  5.790
C  6.895  0.166  5.720
Cl  7.103  -0.925  7.095
Cl  5.637  1.364  6.041
H  7.836  0.683  5.531
H  6.611  -0.419  4.845
C  3.652  -2.640  7.277
Cl  2.714  -1.443  6.376
Cl  2.955  -2.926  8.877
H  3.657  -3.578  6.721
H  4.672  -2.276  7.395
C  0.724  -1.522  -9.561
Cl  -0.625  -2.307  -8.729
Cl  0.612  -1.740  -11.312
H  0.707  -0.456  -9.335
H  1.658  -1.960  -9.209
C  3.464  -5.224  -1.602
Cl  4.582  -6.252  -2.509
Cl  1.796  -5.776  -1.789
H  3.731  -5.257  -0.545
H  3.543  -4.202  -1.972
C  3.897  -5.982  2.512
Cl  2.951  -4.788  1.614
Cl  3.216  -6.259  4.119
H  3.896  -6.922  1.960
H  4.919  -5.617  2.618
C  -8.820  -0.221  -3.704
Cl  -7.267  -0.771  -4.346
Cl  -8.676  0.266  -2.010
H  -9.163  0.632  -4.290
H  -9.541  -1.035  -3.779
C  -3.892  4.234  6.735
Cl  -4.722  5.215  5.522
Cl  -2.146  4.516  6.698
H  -4.272  4.495  7.723
H  -4.085  3.181  6.532
C  3.886  -4.231  12.243
Cl  4.143  -5.980  12.264
Cl  5.193  -3.384  13.079
H  3.848  -3.891  11.207
H  2.942  -4.005  12.740
C  -2.904  1.866  -13.684
Cl  -3.220  2.972  -12.340
Cl  -1.538  0.803  -13.330
H  -3.792  1.257  -13.858
H  -2.677  2.450  -14.577
C  -2.890  10.083  -6.844
Cl  -4.139  11.092  -7.584
Cl  -1.305  10.859  -6.936
H  -3.144  9.917  -5.797
H  -2.849  9.129  -7.369
C  4.561  4.634  1.078
Cl  5.677  3.606  0.169
Cl  2.891  4.088  0.891
H  4.829  4.599  2.134
H  4.643  5.657  0.710
C  -5.723  -5.802  -5.997
Cl  -7.157  -6.700  -5.487
Cl  -5.729  -4.162  -5.336
H  -4.834  -6.323  -5.642
H  -5.708  -5.745  -7.085
C  9.130  -2.063  10.231
Cl  10.253  -3.083  9.325
Cl  7.462  -2.613  10.027
H  9.389  -2.103  11.289
H  9.211  -1.038  9.869
C  7.476  -8.022  12.072
Cl  8.221  -9.625  12.076
Cl  8.397  -6.893  11.072
H  6.464  -8.103  11.676
H  7.442  -7.644  13.094
C  -1.089  7.690  9.348
Cl  0.040  6.663  8.455
Cl  -2.757  7.147  9.132
H  -0.839  7.653  10.408
H  -1.000  8.714  8.984

***

# 6
C9H16O2 | wB97M-V/def2-TZVPD

## Properties
**ΔE to the lowest compared entry with this formula, charge and spin**: 5.275 eV
**Molar mass**: 156.2 g/mol
**Calculated total energy**: -13681.0288 eV
**E_HOMO**: -7.6 eV
**HOMO-LUMO gap**: 8.44 eV

Geometry (Å):
C  -2.317  -1.352  0.825
C  -1.441  -1.152  0.003
C  0.227  1.146  2.139
C  1.779  2.434  0.661
C  -0.835  -0.806  -2.337
C  0.944  -2.789  -0.651
C  0.885  1.125  0.770
C  -0.155  1.270  -0.312
C  -0.412  -0.864  -0.877
O  -1.489  1.491  -0.045
O  0.869  -1.374  -0.735
H  -3.019  -1.389  1.609
H  -0.458  2.075  2.382
H  -0.333  0.184  2.330
H  0.834  1.077  3.002
H  2.296  2.529  -0.294
H  1.127  3.418  0.669
H  2.403  2.346  1.505
H  -0.994  -1.854  -2.831
H  -0.129  -0.316  -3.103
H  -1.752  -0.465  -2.380
H  0.363  -3.204  0.183
H  1.903  -3.160  -0.927
H  0.418  -3.057  -1.613
H  1.304  0.121  0.748
H  0.010  1.666  -1.211
H  -2.027  0.900  0.489

***

# 7
C3H12N3S | wB97M-V/def2-TZVPD

## Properties
**SMILES**: C[C@@](N)(S)[C@H](N)[NH3+]
**ΔE to the lowest compared entry with this formula, charge and spin**: 2.560 eV
**Molar mass**: 122.2 g/mol
**Calculated total energy**: -18603.6792 eV
**E_HOMO**: -13.4 eV
**HOMO-LUMO gap**: 9.89 eV
**Charge**: +1

Geometry (Å):
C  -1.244  -0.155  -1.133
C  0.215  0.128  -0.640
N  1.154  -0.784  -1.165
S  0.640  1.949  -0.918
C  0.445  -0.044  0.914
N  -0.012  -1.356  1.272
N  -0.349  0.981  1.715
H  -1.301  -1.049  -1.723
H  -1.478  0.732  -1.660
H  -2.071  -0.258  -0.307
H  1.958  -0.409  -1.598
H  0.623  -1.166  -1.977
H  0.987  1.619  -2.146
H  1.490  0.115  1.016
H  0.422  -2.061  0.590
H  0.111  -1.623  2.241
H  -0.028  0.742  2.649
H  -0.188  1.982  1.458
H  -1.375  0.657  1.410

***

# 8
C26H23NO3S | wB97M-V/def2-TZVPD

## Properties
**Molar mass**: 429.5 g/mol
**Calculated total energy**: -45799.5288 eV
**E_HOMO**: -7.7 eV
**HOMO-LUMO gap**: 5.12 eV

Geometry (Å):
C  0.532  6.625  5.147
C  1.640  6.265  4.374
C  1.496  5.944  3.021
C  0.210  5.956  2.471
O  -0.027  5.518  1.157
C  0.083  4.151  0.877
C  -1.082  3.365  0.850
C  -0.984  2.031  0.504
C  0.275  1.404  0.243
C  0.284  0.017  -0.074
C  1.345  -0.901  0.091
C  1.142  -2.235  -0.397
C  2.165  -3.164  -0.428
C  3.440  -2.818  0.060
C  3.645  -1.556  0.644
C  2.614  -0.623  0.709
C  1.430  2.243  0.283
C  1.331  3.596  0.565
C  -0.906  6.357  3.211
C  -0.735  6.675  4.557
H  0.659  6.871  6.204
H  2.631  6.225  4.822
H  2.346  5.670  2.397
H  -2.042  3.825  1.086
H  -1.883  1.417  0.441
H  -0.661  -0.395  -0.483
H  0.134  -2.481  -0.737
H  1.977  -4.163  -0.833
H  4.263  -3.528  0.003
H  4.627  -1.305  1.053
H  2.772  0.327  1.225
H  2.405  1.823  0.053
H  2.209  4.247  0.540
H  -1.885  6.376  2.732
H  -1.604  6.963  5.149
C  -0.570  -6.774  -4.176
C  -1.193  -5.548  -3.575
C  -0.812  -4.259  -3.970
C  -1.400  -3.131  -3.397
C  -2.342  -3.286  -2.375
S  -2.949  -1.854  -1.449
N  -1.866  -1.639  -0.320
O  -2.914  -0.772  -2.405
O  -4.221  -2.283  -0.902
C  -2.760  -4.564  -1.993
C  -2.175  -5.680  -2.585
H  -0.988  -7.664  -3.700
H  -0.747  -6.855  -5.254
H  0.513  -6.795  -4.016
H  -0.044  -4.138  -4.739
H  -1.122  -2.129  -3.721
H  -2.247  -2.006  0.556
H  -3.524  -4.666  -1.227
H  -2.484  -6.678  -2.272

***

# 9
C4H16N2O2 | wB97M-V/def2-TZVPD

## Properties
**ΔE to the lowest compared entry with this formula, charge and spin**: 9.086 eV
**Molar mass**: 124.2 g/mol
**Calculated total energy**: -11473.8857 eV
**E_HOMO**: -8.3 eV
**HOMO-LUMO gap**: 3.63 eV

Geometry (Å):
N  -2.453  -0.332  -0.704
C  -2.113  0.877  -0.036
C  -1.229  0.638  1.186
N  2.622  0.263  0.368
C  2.046  -0.887  -0.241
C  1.022  -0.535  -1.319
H  -1.897  -1.199  -0.505
H  -3.443  -0.425  -0.865
H  -1.423  1.489  -0.644
H  -3.001  1.472  0.177
H  -0.375  -0.020  1.050
H  -0.865  1.614  1.538
H  -1.759  0.099  1.990
H  1.484  -1.552  0.477
H  2.871  -1.530  -0.595
H  1.449  0.036  -2.152
H  0.692  -1.537  -1.557
H  0.407  0.205  -0.820
H  0.955  3.112  0.945
H  3.179  0.063  1.187
O  0.906  2.237  0.584
H  2.077  1.147  0.383
H  -0.940  -3.144  0.016
O  -0.746  -2.207  -0.020

***

# 10
CH3F3Si | wB97M-V/def2-TZVPD

## Properties
**ΔE to the lowest compared entry with this formula, charge and spin**: 6.515 eV
**Molar mass**: 100.1 g/mol
**Calculated total energy**: -17115.2320 eV
**E_HOMO (alpha / beta)**: -9.0 / -8.3 eV
**HOMO-LUMO gap (alpha / beta)**: 8.41 / 8.19 eV

Geometry (Å):
C  0.880  -0.421  -0.439
F  1.817  -0.404  0.521
F  -2.756  1.063  -0.078
F  -2.500  -1.346  -0.529
Si  -2.088  -0.270  0.542
H  1.002  -1.239  -1.229
H  0.633  0.629  -0.817
H  -2.502  -0.447  1.990

***

# 11
C2H3FNO2 | wB97M-V/def2-TZVPD

## Properties
**ΔE to the lowest compared entry with this formula, charge and spin**: 0.558 eV
**Molar mass**: 92.0 g/mol
**Calculated total energy**: -10426.5396 eV
**E_HOMO**: -5.1 eV
**HOMO-LUMO gap**: 9.29 eV
**Charge**: -1

Geometry (Å):
C  -1.461  -0.981  -0.239
C  1.370  0.892  -0.246
N  0.870  1.097  0.897
O  -2.439  -0.260  -0.240
O  -0.751  -1.477  -1.028
F  -1.100  -1.428  1.233
H  2.088  1.542  -0.656
H  1.316  0.064  -0.977
H  0.107  0.550  1.256

***

# 12
C2H5N3O2S | wB97M-V/def2-TZVPD

## Properties
**SMILES**: NNC(=O)S/C=N\O
**ΔE to the lowest compared entry with this formula, charge and spin**: 5.944 eV
**Molar mass**: 135.1 g/mol
**Calculated total energy**: -21549.9692 eV
**E_HOMO**: -9.7 eV
**HOMO-LUMO gap**: 9.88 eV

Geometry (Å):
N  2.259  -1.162  -0.009
N  2.067  0.127  0.273
C  0.875  0.810  -0.191
O  0.679  1.994  -0.098
S  -0.421  -0.493  -0.601
C  -1.638  0.718  -0.346
N  -2.874  0.658  0.136
O  -3.321  -0.714  0.182
H  1.555  -1.929  0.516
H  1.976  -1.345  -1.014
H  2.722  0.769  1.121
H  -1.187  1.703  -0.961
H  -2.693  -1.134  0.990

***

# 13
C2H3OPS | wB97M-V/def2-TZVPD

## Properties
**ΔE to the lowest compared entry with this formula, charge and spin**: 2.489 eV
**Molar mass**: 106.1 g/mol
**Calculated total energy**: -24290.8471 eV
**E_HOMO (alpha / beta)**: -9.0 / -8.6 eV
**HOMO-LUMO gap (alpha / beta)**: 7.09 / 7.01 eV

Geometry (Å):
C  0.780  0.258  -0.014
C  -0.194  0.865  -0.632
O  -1.039  -0.477  1.626
P  0.287  -0.944  1.180
S  -1.893  0.690  -0.301
H  1.869  0.179  -0.444
H  -0.007  1.393  -1.672
H  0.195  -1.965  0.256